1.
The following is a quantum chemistry calculation of a 2-piece molecular cluster, C6H12O overall, from the OMol25 dataset.

frontier orbital gap: 0.350 Ha
relative energy (zero: lowest compared OMol25 entry of this formula, charge and spin): 102.3 kcal/mol
E_LUMO: 0.80 eV
largest force on an atom: 0.48 eV/Å

Each line ends with the Löwdin charge.
Positions of all 19 atoms, in Å:
C: -0.117 -2.813 0.232  -0.076
O: 0.959 -2.132 0.897  -0.222
C: 0.639 -1.488 1.982  0.032
C: -0.215 0.958 -0.070  -0.369
C: 1.042 0.678 -0.862  -0.078
C: -1.451 1.449 -0.770  -0.133
C: -0.677 2.371 0.132  -0.132
H: -0.301 -2.295 -0.714  0.084
H: -1.002 -2.781 0.871  0.083
H: 0.211 -3.838 0.044  0.091
H: -0.389 0.288 0.773  0.087
H: 1.619 -1.037 2.280  0.025
H: 1.020 -0.322 -1.315  0.062
H: 1.937 0.739 -0.232  0.078
H: 1.157 1.406 -1.674  0.080
H: -2.418 1.088 -0.431  0.095
H: -1.387 1.621 -1.843  0.098
H: -1.112 2.639 1.091  0.097
H: -0.095 3.163 -0.334  0.099

2.
The following is a quantum chemistry calculation of one molecule with the formula C6H12O, from the OMol25 dataset.

frontier orbital gap: 0.399 Ha
SMILES: CC(C)CCC=O
relative energy (zero: lowest compared OMol25 entry of this formula, charge and spin): 18.4 kcal/mol
E_LUMO: 1.01 eV
largest force on an atom: 1.11 eV/Å

Each line ends with the Löwdin charge.
Positions of all 19 atoms, in Å:
C: 0.997 -2.026 0.469  -0.069
C: 0.066 -0.805 0.692  -0.411
C: 0.825 0.251 1.515  -0.084
C: -0.390 -0.238 -0.655  -0.182
C: -1.128 1.110 -0.628  -0.162
C: -0.920 2.034 -1.798  -0.269
O: -0.373 1.732 -2.824  0.059
H: 1.103 -2.221 -0.595  0.071
H: 1.943 -1.898 0.979  0.067
H: 0.537 -2.929 0.877  0.072
H: -0.771 -1.149 1.303  0.125
H: 0.378 1.241 1.543  0.053
H: 1.778 0.412 0.997  0.086
H: 1.055 -0.077 2.525  0.079
H: 0.500 -0.182 -1.287  0.116
H: -1.069 -0.889 -1.168  0.111
H: -0.939 1.706 0.269  0.095
H: -2.203 0.901 -0.581  0.125
H: -1.388 3.026 -1.633  0.119

3.
The following is a quantum chemistry calculation of one molecule with the formula C6H12O, from the OMol25 dataset.

frontier orbital gap: 0.282 Ha
relative energy (zero: lowest compared OMol25 entry of this formula, charge and spin): 106.1 kcal/mol
E_LUMO: -0.64 eV
largest force on an atom: 0.27 eV/Å

Each line ends with the Löwdin charge.
Positions of all 19 atoms, in Å:
C: -1.023 1.194 1.633  -0.004
C: -0.387 0.106 0.697  -0.811
O: -0.397 -1.107 1.234  -0.156
C: -1.240 0.136 -0.510  0.171
C: 0.301 -1.234 -1.365  -0.116
C: 1.520 -0.582 -0.710  -0.210
C: 1.033 0.541 0.223  -0.125
H: -2.033 0.896 1.923  0.085
H: -1.038 2.201 1.203  0.080
H: -0.400 1.200 2.531  0.090
H: -0.308 -1.521 -0.396  0.111
H: -2.133 -0.486 -0.504  0.119
H: -1.227 0.962 -1.225  0.112
H: 0.475 -2.247 -1.754  0.107
H: -0.080 -0.667 -2.224  0.091
H: 2.227 -0.202 -1.455  0.107
H: 2.028 -1.342 -0.112  0.113
H: 1.005 1.513 -0.292  0.114
H: 1.677 0.640 1.102  0.121

4.
The following is a quantum chemistry calculation of a 2-piece molecular cluster, C6H12O overall, from the OMol25 dataset.

frontier orbital gap: 0.331 Ha
relative energy (zero: lowest compared OMol25 entry of this formula, charge and spin): 84.5 kcal/mol
E_LUMO: 0.90 eV
largest force on an atom: 0.67 eV/Å

Each line ends with the Löwdin charge.
Positions of all 19 atoms, in Å:
C: -1.205 -1.221 1.483  -0.114
C: -1.422 0.197 0.956  -0.273
C: -1.187 0.336 -0.526  -0.201
C: -0.651 1.406 -1.114  -0.060
C: 1.800 0.533 -1.211  -0.149
C: 2.033 -0.039 0.168  -0.133
O: 1.671 -0.502 -2.033  -0.024
H: -1.427 -1.277 2.555  0.072
H: -0.172 -1.542 1.319  0.051
H: -1.865 -1.933 0.972  0.074
H: -0.788 0.917 1.492  0.102
H: -2.454 0.488 1.190  0.107
H: -1.499 -0.505 -1.151  0.109
H: -0.293 2.268 -0.555  0.071
H: -0.564 1.503 -2.194  0.059
H: 3.104 0.079 0.373  0.077
H: 1.808 -1.107 0.280  0.064
H: 1.528 0.558 0.934  0.064
H: 1.582 -0.161 -2.937  0.103

5.
The following is a quantum chemistry calculation of C6H12O as an isolated structure, from the OMol25 dataset.

frontier orbital gap: 0.376 Ha
relative energy (zero: lowest compared OMol25 entry of this formula, charge and spin): 69.5 kcal/mol
E_LUMO: 0.99 eV
largest force on an atom: 1.72 eV/Å

Each line ends with the Löwdin charge.
Positions of all 19 atoms, in Å:
C: -1.827 -1.088 0.512  -0.028
C: -0.513 -0.391 0.228  -0.645
O: 0.079 -0.308 1.546  -0.091
C: 0.582 -1.009 -0.593  0.009
C: 1.717 0.454 0.085  -0.058
C: 0.844 1.459 -0.641  -0.221
C: -0.615 1.029 -0.332  -0.131
H: -1.628 -2.093 0.903  0.084
H: -2.503 -1.149 -0.340  0.080
H: -2.306 -0.520 1.319  0.088
H: 0.777 -0.982 1.529  0.088
H: 0.600 -2.123 -0.476  0.103
H: 0.482 -0.867 -1.690  0.102
H: 1.873 0.839 1.130  0.110
H: 2.683 0.185 -0.287  0.062
H: 1.081 1.335 -1.697  0.099
H: 0.996 2.515 -0.379  0.110
H: -1.231 1.058 -1.241  0.120
H: -1.091 1.659 0.423  0.118

6.
The following is a quantum chemistry calculation of one molecule with the formula C6H12O, from the OMol25 dataset.

frontier orbital gap: 0.339 Ha
relative energy (zero: lowest compared OMol25 entry of this formula, charge and spin): 61.8 kcal/mol
E_LUMO: 0.82 eV
largest force on an atom: 0.39 eV/Å

Each line ends with the Löwdin charge.
Positions of all 19 atoms, in Å:
C: 1.605 -2.068 -0.869  -0.119
C: 0.636 -1.362 0.077  -0.271
C: 0.550 0.153 -0.149  -0.203
C: -0.449 0.812 0.812  -0.415
C: -0.673 2.327 0.598  -0.073
C: -1.884 0.332 0.709  -0.042
O: -2.168 0.276 -0.584  -0.001
H: 1.315 -1.918 -1.915  0.073
H: 2.627 -1.689 -0.749  0.071
H: 1.625 -3.147 -0.680  0.069
H: 0.929 -1.559 1.117  0.112
H: -0.365 -1.796 -0.044  0.103
H: 0.246 0.350 -1.185  0.112
H: 1.545 0.601 -0.019  0.121
H: -0.115 0.649 1.845  0.125
H: -0.590 2.578 -0.464  0.084
H: 0.016 2.944 1.179  0.080
H: -1.691 2.591 0.914  0.069
H: -3.113 0.082 -0.659  0.106

7.
The following is a quantum chemistry calculation of one molecule with the formula C6H12O, from the OMol25 dataset.

frontier orbital gap: 0.389 Ha
SMILES: CC[C@H]1C[C@H]1CO
relative energy (zero: lowest compared OMol25 entry of this formula, charge and spin): 48.6 kcal/mol
E_LUMO: 1.07 eV
largest force on an atom: 1.95 eV/Å

Each line ends with the Löwdin charge.
Positions of all 19 atoms, in Å:
C: 1.258 -1.544 1.399  -0.101
C: 0.825 -1.263 -0.035  -0.239
C: 0.842 0.204 -0.345  -0.304
C: 0.098 0.723 -1.546  -0.075
C: -0.407 0.963 -0.139  -0.234
C: -1.792 0.401 0.407  -0.195
O: -2.487 1.611 0.164  -0.115
H: 2.278 -1.184 1.578  0.074
H: 1.234 -2.616 1.612  0.070
H: 0.599 -1.037 2.113  0.073
H: -0.205 -1.613 -0.188  0.109
H: 1.462 -1.797 -0.748  0.112
H: 1.743 0.741 -0.056  0.141
H: 0.546 1.530 -2.131  0.102
H: -0.442 -0.006 -2.143  0.107
H: -0.238 2.005 0.182  0.146
H: -2.482 -0.400 0.014  0.129
H: -1.802 0.191 1.493  0.113
H: -2.398 1.683 -0.797  0.086

8.
The following is a quantum chemistry calculation of one molecule with the formula C6H12O, from the OMol25 dataset.

frontier orbital gap: 0.321 Ha
relative energy (zero: lowest compared OMol25 entry of this formula, charge and spin): 99.0 kcal/mol
E_LUMO: 0.61 eV
largest force on an atom: 0.50 eV/Å

Each line ends with the Löwdin charge.
Positions of all 19 atoms, in Å:
C: -0.902 1.350 -2.268  -0.074
C: -0.590 1.446 -0.785  -0.287
O: -0.740 0.170 -0.193  -0.166
C: -0.469 0.201 1.185  -0.252
C: -0.251 -1.245 1.700  -0.232
C: 1.235 -1.191 1.713  -0.016
C: 1.793 -1.592 0.394  -0.161
H: -1.935 1.013 -2.420  0.079
H: -0.213 0.645 -2.751  0.078
H: -0.780 2.337 -2.735  0.077
H: -1.273 2.160 -0.289  0.123
H: 0.450 1.787 -0.630  0.123
H: -1.279 0.690 1.749  0.135
H: -0.737 -1.920 0.975  0.118
H: -0.689 -1.346 2.698  0.099
H: 0.447 0.792 1.387  0.116
H: 2.697 -1.029 0.133  0.070
H: 2.144 -2.625 0.588  0.099
H: 1.090 -1.644 -0.452  0.071

9.
The following is a quantum chemistry calculation of one molecule with the formula C6H12O, from the OMol25 dataset.

frontier orbital gap (alpha / beta): 0.296 / 0.297 Ha
relative energy (zero: lowest compared OMol25 entry of this formula, charge and spin): 139.3 kcal/mol
E_LUMO (alpha / beta): -0.40 / -0.40 eV
largest force on an atom: 1.91 eV/Å

Each line ends with the Löwdin charge.
Positions of all 19 atoms, in Å:
C: 0.957 -1.306 2.144  -0.093
C: 0.963 -0.493 0.804  -0.210
C: -0.325 -0.017 0.084  -0.195
C: 0.155 1.495 -0.885  -0.175
C: -0.938 1.742 -1.676  -0.027
C: -0.982 -0.882 -0.970  -0.387
O: -1.417 -1.637 -0.007  -0.048
H: 1.999 -1.429 2.504  0.070
H: 0.456 -0.784 2.971  0.068
H: 0.469 -2.285 2.026  0.071
H: 1.546 0.424 0.993  0.103
H: 1.525 -1.057 0.031  0.122
H: -1.084 0.613 0.598  0.148
H: 1.075 1.095 -1.238  0.088
H: 0.287 1.970 0.070  0.094
H: -1.778 2.239 -1.233  0.078
H: -1.390 0.046 -1.664  0.107
H: -1.053 1.597 -2.727  0.065
H: -0.464 -1.331 -1.825  0.121

10.
The following is a quantum chemistry calculation of C6H12O as an isolated structure, from the OMol25 dataset.

frontier orbital gap: 0.295 Ha
relative energy (zero: lowest compared OMol25 entry of this formula, charge and spin): 96.5 kcal/mol
E_LUMO: 0.21 eV
largest force on an atom: 0.44 eV/Å

Each line ends with the Löwdin charge.
Positions of all 19 atoms, in Å:
C: 2.717 0.124 -0.135  -0.050
C: 1.276 -0.328 0.185  -0.632
O: 1.070 -0.584 1.481  -0.217
C: 0.352 0.831 -0.113  0.001
C: -0.817 0.830 -0.935  -0.095
C: -1.415 0.252 0.430  -0.209
C: -2.180 -1.043 0.173  -0.072
H: 2.893 0.348 -1.195  0.073
H: 3.372 -0.696 0.171  0.081
H: 2.974 0.995 0.478  0.078
H: 1.019 -1.146 -0.536  0.141
H: -0.593 -0.061 1.178  0.118
H: 0.540 1.704 0.513  0.157
H: -0.850 0.068 -1.715  0.124
H: -1.265 1.777 -1.233  0.119
H: -1.996 1.044 0.904  0.131
H: -1.510 -1.807 -0.234  0.086
H: -3.005 -0.884 -0.529  0.080
H: -2.582 -1.424 1.115  0.085

11.
The following is a quantum chemistry calculation of a 2-piece molecular cluster, C6H12O overall, from the OMol25 dataset.

frontier orbital gap: 0.360 Ha
SMILES: C=CCC(=C)C.O
relative energy (zero: lowest compared OMol25 entry of this formula, charge and spin): 95.9 kcal/mol
E_LUMO: 0.64 eV
largest force on an atom: 3.41 eV/Å

Each line ends with the Löwdin charge.
Positions of all 19 atoms, in Å:
C: -1.716 0.836 1.430  0.011
C: -0.768 1.110 0.456  -0.216
C: 0.758 0.975 0.557  -0.178
C: 1.311 -0.213 -0.224  -0.372
C: 1.003 -0.553 -1.481  0.026
C: 2.087 -1.215 0.607  -0.094
H: -1.194 0.578 2.344  0.035
H: -2.747 0.367 1.083  0.102
H: -1.086 1.955 -0.082  0.070
H: 1.014 0.842 1.636  0.110
H: 1.184 2.001 0.163  0.147
H: 1.695 -1.284 -2.032  0.088
H: 0.022 -0.210 -1.980  0.073
H: 1.573 -1.633 1.470  0.078
H: 3.084 -0.957 0.990  0.073
H: 2.380 -2.132 0.030  0.081
O: -3.040 -0.537 -1.739  -0.057
H: -2.129 -0.213 -1.782  0.000
H: -3.431 0.282 -1.444  0.021

12.
The following is a quantum chemistry calculation of one molecule with the formula C6H12O, from the OMol25 dataset.

frontier orbital gap: 0.391 Ha
SMILES: C[C@H]1CO[C@@H](C)C1
relative energy (zero: lowest compared OMol25 entry of this formula, charge and spin): 9.0 kcal/mol
E_LUMO: 1.10 eV
largest force on an atom: 0.32 eV/Å

Each line ends with the Löwdin charge.
Positions of all 19 atoms, in Å:
C: 1.480 1.057 -0.736  -0.061
C: 1.064 0.398 0.581  -0.336
C: -0.097 1.098 1.294  -0.182
O: -1.265 0.677 0.619  -0.109
C: -1.089 -0.690 0.241  -0.379
C: -1.688 -0.865 -1.143  -0.045
C: 0.434 -0.986 0.343  -0.106
H: 1.578 2.142 -0.644  0.077
H: 0.747 0.869 -1.526  0.069
H: 2.443 0.661 -1.078  0.080
H: 1.936 0.339 1.245  0.135
H: -0.123 0.783 2.351  0.124
H: -0.060 2.193 1.266  0.126
H: -1.634 -1.330 0.953  0.139
H: -2.746 -0.586 -1.137  0.081
H: -1.609 -1.905 -1.479  0.083
H: -1.175 -0.220 -1.865  0.073
H: 0.823 -1.471 -0.564  0.118
H: 0.639 -1.650 1.191  0.113